1) Density functional theory data (ωB97M-V with the def2-TZVPD basis set) for a 2-piece molecular cluster, C5H13N2 overall.

Summary:
HOMO (eV): -13.760
LUMO level (eV): -3.96
Orbital gap (eV): 9.80

Geometry as ORCA input:
```
! RIJCOSX wB97M-V def2-TZVPD def2/J DEFGRID3
* xyz 1 1
N 1.03 -0.19 -0.20
N -1.23 -1.92 -0.65
C 1.44 1.08 -0.87
C -1.90 1.26 0.43
C -1.57 0.00 0.65
C 1.53 -0.34 1.15
C -1.10 -0.62 -0.50
H 1.47 -0.89 -0.72
H 1.12 -1.13 1.78
H 1.44 0.94 -1.91
H 2.62 -0.34 1.08
H -1.82 1.52 -0.60
H 2.41 1.37 -0.72
H -2.38 1.99 1.15
H 1.22 0.65 1.68
H -0.99 -2.44 -1.48
H -0.85 0.11 -1.30
H -1.56 -2.39 0.21
H 0.76 1.91 -0.72
H -1.64 -0.56 1.56
*
```


2) Density functional theory data (ωB97M-V with the def2-TZVPD basis set) for a 2-piece molecular cluster, C5H13N2 overall.

Summary:
HOMO (alpha / beta) (eV): -11.582 / -11.584
LUMO level (alpha / beta) (eV): -4.29 / -4.29
Orbital gap (alpha / beta) (eV): 7.29 / 7.30

Geometry as ORCA input:
```
! RIJCOSX wB97M-V def2-TZVPD def2/J DEFGRID3
* xyz 1 1
N -1.38 0.02 -1.48
N -0.42 -1.17 1.34
C -1.13 -0.01 -2.80
C 0.64 0.75 1.94
C -1.04 0.91 -0.48
C 1.55 -0.63 -0.05
C 0.49 -0.29 0.92
H -1.88 -0.76 -1.18
H 1.34 0.58 2.63
H -0.47 -2.13 1.05
H 1.40 -1.39 -0.87
H -1.24 -0.95 -3.26
H -0.55 1.89 -0.76
H 1.13 1.67 1.56
H 2.54 -0.79 0.45
H 1.80 0.38 -0.59
H -1.22 -0.95 1.95
H -0.28 1.02 2.49
H -0.76 0.79 -3.46
H -1.76 0.97 0.39
*
```


Which of them is the most stable, and which is the least stable? 1) and 2), in that order.


1) Density functional theory data (ωB97M-V with the def2-TZVPD basis set) for an isolated ion of composition C5H13N2 and charge +1.

Summary:
HOMO (eV): -12.820
Structure (SMILES): C=C([NH3+])C[C@H](C)N
LUMO level (eV): -3.74
Orbital gap (eV): 9.08

Geometry as ORCA input:
```
! RIJCOSX wB97M-V def2-TZVPD def2/J DEFGRID3
* xyz 1 1
N -0.50 0.25 -2.15
N -1.69 -0.44 1.74
C 0.47 0.84 1.74
C -0.65 0.15 0.93
C 0.53 -0.42 -1.30
C 1.81 -0.29 -1.65
C 0.01 -0.91 0.00
H -2.38 0.22 2.07
H 0.25 1.86 2.00
H -1.16 -0.37 -2.64
H -1.11 0.91 0.29
H 0.80 -1.36 0.62
H -0.61 -1.79 -0.22
H -1.35 -1.01 2.50
H 0.67 0.22 2.61
H -0.12 1.02 -2.70
H 2.13 -0.18 -2.68
H 1.44 0.84 1.23
H -1.13 0.67 -1.46
H 2.60 -0.20 -0.92
*
```


2) Density functional theory data (ωB97M-V with the def2-TZVPD basis set) for C5H13N2 as an isolated structure.

Summary:
HOMO (eV): -13.547
LUMO level (eV): -3.14
Orbital gap (eV): 10.40

Geometry as ORCA input:
```
! RIJCOSX wB97M-V def2-TZVPD def2/J DEFGRID3
* xyz 1 1
N 0.99 0.08 0.25
N -1.71 0.04 0.22
C 1.96 0.45 1.25
C -2.28 -0.32 -1.06
C 0.88 -1.34 -0.13
C 0.37 1.04 -0.67
C -0.70 0.93 0.33
H -2.86 -1.27 -1.17
H -2.05 -0.43 1.08
H 1.82 -0.02 2.22
H -0.54 1.41 1.30
H 1.55 -1.96 0.63
H 0.89 1.98 -0.59
H 0.19 0.65 -1.56
H -2.88 0.54 -1.40
H -0.18 -1.73 0.05
H 1.00 -1.36 -1.21
H 2.96 0.38 0.95
H -1.47 -0.54 -1.83
H 2.07 1.49 1.34
*
```


Which of them is the most stable, and which is the least stable? 1) and 2), in that order.


1) Density functional theory data (ωB97M-V with the def2-TZVPD basis set) for an isolated ion of composition C5H13N2 and charge +1.

Summary:
HOMO (eV): -14.138
Structure (SMILES): CCCC/[NH+]=C\N
LUMO level (eV): -4.11
Orbital gap (eV): 10.03

Geometry as ORCA input:
```
! RIJCOSX wB97M-V def2-TZVPD def2/J DEFGRID3
* xyz 1 1
N -1.55 -0.64 -2.56
N -0.16 0.60 -1.11
C 0.95 -0.16 1.98
C 2.12 0.09 1.06
C -0.74 0.36 0.19
C -0.29 -0.63 1.20
C -0.75 0.32 -2.28
H -1.99 0.16 -0.03
H 2.30 1.21 0.80
H -0.16 1.70 -0.98
H -2.10 -0.57 -3.43
H -0.07 -1.71 0.76
H -1.15 -0.71 1.84
H 0.97 -1.03 2.81
H -0.77 1.35 0.75
H -1.71 -1.56 -2.17
H 2.23 -0.39 0.09
H 0.57 0.79 2.44
H 2.91 -0.19 1.72
H -0.60 1.01 -3.08
*
```


2) Density functional theory data (ωB97M-V with the def2-TZVPD basis set) for an isolated ion of composition C5H13N2 and charge +1.

Summary:
HOMO (eV): -14.518
Structure (SMILES): CCCCNC=[NH2+]
LUMO level (eV): -3.74
Orbital gap (eV): 10.77

Geometry as ORCA input:
```
! RIJCOSX wB97M-V def2-TZVPD def2/J DEFGRID3
* xyz 1 1
N 0.16 2.05 -0.16
N 1.24 0.09 -1.21
C 0.61 1.29 -1.20
C -1.47 -0.69 0.61
C 1.20 -1.02 -0.19
C -0.35 -1.49 -0.22
C -1.12 -0.31 2.02
H -0.61 -1.71 -1.29
H -2.36 -1.35 0.71
H 0.66 1.66 -2.32
H 1.26 -0.25 -2.19
H -0.47 -2.44 0.45
H -2.16 0.04 2.46
H 2.13 -1.80 -0.47
H -1.74 0.22 -0.01
H 1.53 -0.61 0.77
H -0.61 -0.95 2.76
H -0.31 3.01 -0.30
H 0.28 1.87 0.84
H -0.68 0.70 1.97
*
```


3) Density functional theory data (ωB97M-V with the def2-TZVPD basis set) for a 2-piece molecular cluster, C5H13N2 overall.

Summary:
HOMO (eV): -14.652
LUMO level (eV): -3.46
Orbital gap (eV): 11.19

Geometry as ORCA input:
```
! RIJCOSX wB97M-V def2-TZVPD def2/J DEFGRID3
* xyz 1 1
N 1.16 -1.01 -0.03
N 3.11 0.64 0.10
C -0.57 0.67 0.15
C -0.10 -0.76 0.10
C -2.02 0.92 0.57
C -1.19 -1.78 -0.12
C -1.66 1.16 -0.82
H 2.01 -0.34 0.26
H 0.27 1.22 0.51
H -1.90 -1.52 -0.99
H -1.46 2.13 -1.06
H 3.94 0.39 0.59
H 1.50 -1.95 -0.13
H -2.51 0.08 0.94
H 3.38 1.00 -0.79
H -2.14 1.76 1.33
H 2.78 1.44 0.61
H -2.17 0.59 -1.52
H -1.72 -1.88 0.85
H -0.69 -2.78 -0.54
*
```


4) Density functional theory data (ωB97M-V with the def2-TZVPD basis set) for an isolated ion of composition C5H13N2 and charge +1.

Summary:
HOMO (eV): -11.536
Structure (SMILES): CN/C=C/CC[NH3+]
LUMO level (eV): -3.73
Orbital gap (eV): 7.81

Geometry as ORCA input:
```
! RIJCOSX wB97M-V def2-TZVPD def2/J DEFGRID3
* xyz 1 1
N -1.57 0.39 1.29
N 1.18 1.07 -1.11
C 0.20 -1.21 -1.39
C -1.33 -0.69 0.47
C 1.52 -0.40 -1.28
C -0.79 0.54 2.51
C -1.12 -0.63 -0.89
H 0.38 1.17 -1.74
H 2.04 1.63 -1.19
H 0.07 -1.77 -2.32
H 0.37 -2.01 -0.67
H -0.16 -0.32 2.72
H -0.20 1.46 2.51
H -1.45 0.53 3.40
H 2.11 -0.72 -0.39
H -0.96 -1.57 1.00
H -1.81 1.25 0.82
H -1.50 0.25 -1.39
H 0.91 1.39 -0.18
H 2.14 -0.37 -2.17
*
```


Which of them is the most stable, and which is the least stable? 3) and 4), in that order.


1) Density functional theory data (ωB97M-V with the def2-TZVPD basis set) for a single C2H3BrSi molecule.

Summary:
HOMO (eV): -8.925
LUMO level (eV): -0.99
Orbital gap (eV): 7.94

Geometry as ORCA input:
```
! RIJCOSX wB97M-V def2-TZVPD def2/J DEFGRID3
* xyz 0 1
Br -1.03 -2.25 -1.85
Si 0.67 1.00 0.61
C -0.70 0.11 -0.01
C 0.15 -1.49 -0.56
H 1.84 0.01 0.96
H 0.71 2.26 1.14
H -1.64 0.36 -0.29
*
```


2) Density functional theory data (ωB97M-V with the def2-TZVPD basis set) for a single C2H3BrSi molecule.

Summary:
HOMO (eV): -10.358
Structure (SMILES): C#C[SiH2]Br
LUMO level (eV): 0.22
Orbital gap (eV): 10.58

Geometry as ORCA input:
```
! RIJCOSX wB97M-V def2-TZVPD def2/J DEFGRID3
* xyz 0 1
Br 1.81 -0.43 -1.78
Si 0.62 -0.89 0.16
C -0.71 0.52 0.15
C -1.61 1.35 0.19
H -2.11 2.27 0.10
H 0.39 -2.44 0.03
H 1.62 -0.38 1.14
*
```


Which of them is the most stable, and which is the least stable? 2) and 1), in that order.


1) Density functional theory data (ωB97M-V with the def2-TZVPD basis set) for a 2-piece molecular cluster, C2H8O4 overall.

Summary:
HOMO (eV): -10.609
Structure (SMILES): OC(O)O.CO
LUMO level (eV): 0.66
Orbital gap (eV): 11.27

Geometry as ORCA input:
```
! RIJCOSX wB97M-V def2-TZVPD def2/J DEFGRID3
* xyz 0 1
O -1.13 -1.01 -0.67
O -1.02 1.23 -0.20
O -2.96 0.17 0.07
O 1.74 0.80 0.18
C -1.60 0.02 0.15
C 2.06 -0.58 0.26
H 2.31 -0.87 1.29
H 2.49 1.32 0.49
H -1.35 -0.30 1.17
H 2.90 -0.82 -0.40
H -1.39 -0.84 -1.58
H -0.05 1.18 -0.09
H 1.18 -1.12 -0.06
H -3.16 0.82 -0.62
*
```


2) Density functional theory data (ωB97M-V with the def2-TZVPD basis set) for a 3-piece molecular cluster, C2H8O4 overall.

Summary:
HOMO (eV): -10.919
Structure (SMILES): CC(=O)O.O.O
LUMO level (eV): 0.55
Orbital gap (eV): 11.46

Geometry as ORCA input:
```
! RIJCOSX wB97M-V def2-TZVPD def2/J DEFGRID3
* xyz 0 1
O 5.31 -3.58 2.54
O -1.97 0.86 -1.72
O -1.07 1.98 -0.02
O -3.82 1.78 0.36
C -0.96 1.15 -0.89
C 0.21 0.24 -1.05
H 4.44 -3.54 2.13
H -4.00 1.01 0.91
H -2.89 2.03 0.52
H -2.76 1.31 -1.34
H 5.86 -3.41 1.76
H 0.26 -0.15 -2.07
H 0.27 -0.50 -0.25
H 1.12 0.82 -0.89
*
```


3) Density functional theory data (ωB97M-V with the def2-TZVPD basis set) for a 3-piece molecular cluster, C2H8O4 overall.

Summary:
HOMO (eV): -10.684
Structure (SMILES): CC(=O)O.O.O
LUMO level (eV): 0.57
Orbital gap (eV): 11.25

Geometry as ORCA input:
```
! RIJCOSX wB97M-V def2-TZVPD def2/J DEFGRID3
* xyz 0 1
O 3.07 -1.88 0.39
O -3.50 3.69 3.47
O 1.43 -0.10 -0.92
O 0.52 -2.13 -1.01
C 0.46 -0.95 -1.24
C -0.72 -0.29 -1.88
H -0.66 -0.16 -2.96
H 3.32 -2.28 1.23
H 2.13 -0.61 -0.43
H -2.83 4.38 3.51
H -1.60 -0.86 -1.66
H 2.39 -2.48 0.03
H -0.87 0.72 -1.51
H -3.15 2.95 2.97
*
```


Which of them is the most stable, and which is the least stable? 3) and 1), in that order.


1) Density functional theory data (ωB97M-V with the def2-TZVPD basis set) for a 3-piece molecular cluster, C2H8O4 overall.

Summary:
HOMO (eV): -10.006
Structure (SMILES): CC(=O)O.O.O
LUMO level (eV): 0.43
Orbital gap (eV): 10.44

Geometry as ORCA input:
```
! RIJCOSX wB97M-V def2-TZVPD def2/J DEFGRID3
* xyz 0 1
O 1.18 0.98 1.23
O 1.70 3.17 -0.63
O -0.67 -0.94 1.11
O -0.01 -1.01 -1.02
C -1.94 -2.29 -0.34
C -0.81 -1.33 -0.17
H 2.11 0.76 1.34
H 1.16 1.37 0.34
H 1.45 4.01 -1.02
H -2.43 -2.53 0.58
H -0.09 -0.15 1.07
H -2.63 -1.89 -1.08
H 2.64 3.05 -0.52
H -1.66 -3.19 -0.90
*
```


2) Density functional theory data (ωB97M-V with the def2-TZVPD basis set) for a 3-piece molecular cluster, C2H8O4 overall.

Summary:
HOMO (eV): -10.356
Structure (SMILES): CC(=O)O.O.O
LUMO level (eV): 0.33
Orbital gap (eV): 10.69

Geometry as ORCA input:
```
! RIJCOSX wB97M-V def2-TZVPD def2/J DEFGRID3
* xyz 0 1
O 0.56 -1.58 -0.56
O -1.96 3.25 0.59
O -0.66 0.08 0.32
O 0.77 0.05 -2.81
C 0.30 -1.53 1.80
C 0.01 -0.90 0.47
H 0.97 0.98 -2.96
H 0.00 -0.91 2.62
H 0.59 -0.94 -1.31
H 1.37 -1.72 1.91
H -0.16 -2.51 1.86
H -1.51 3.57 1.37
H 1.11 -0.38 -3.60
H -1.40 2.52 0.29
*
```


Which of them is the most stable, and which is the least stable? 2) and 1), in that order.


1) Density functional theory data (ωB97M-V with the def2-TZVPD basis set) for a single C3H2Cl2S molecule.

Summary:
HOMO (eV): -9.129
Structure (SMILES): S=CC=C(Cl)Cl
LUMO level (eV): -1.13
Orbital gap (eV): 8.00

Geometry as ORCA input:
```
! RIJCOSX wB97M-V def2-TZVPD def2/J DEFGRID3
* xyz 0 1
Cl 1.12 -1.19 1.68
Cl -1.28 0.28 2.40
S 0.65 1.10 -2.45
C 0.52 0.00 -1.23
C -0.54 0.06 -0.14
C -0.23 -0.33 1.11
H 1.12 -0.84 -1.02
H -1.35 0.91 -0.35
*
```


2) Density functional theory data (ωB97M-V with the def2-TZVPD basis set) for a 2-piece molecular cluster, C3H2Cl2S overall.

Summary:
HOMO (eV): -9.908
LUMO level (eV): -0.18
Orbital gap (eV): 9.73

Geometry as ORCA input:
```
! RIJCOSX wB97M-V def2-TZVPD def2/J DEFGRID3
* xyz 0 1
Cl -0.74 -2.83 -1.11
Cl -2.88 -1.17 0.02
S -2.72 2.02 1.51
C -0.65 -0.08 -0.72
C -2.57 3.14 0.50
C -1.31 -1.24 -0.70
H 0.27 -0.11 -1.19
H -1.29 0.81 -0.56
*
```


Which of them is the most stable, and which is the least stable? 1) and 2), in that order.


1) Density functional theory data (ωB97M-V with the def2-TZVPD basis set) for an isolated ion of composition C4H6NO2 and charge +1.

Summary:
HOMO (eV): -15.568
Structure (SMILES): CO[n+]1ccco1
LUMO level (eV): -5.14
Orbital gap (eV): 10.43

Geometry as ORCA input:
```
! RIJCOSX wB97M-V def2-TZVPD def2/J DEFGRID3
* xyz 1 1
O 1.03 -1.01 0.77
O 0.65 -0.26 -1.43
N 0.15 -0.40 -0.22
C -0.38 0.14 -2.14
C 1.33 -0.25 1.88
C -1.49 0.28 -1.35
C -1.15 -0.10 -0.06
H 0.53 0.03 2.50
H -0.19 0.68 -3.07
H 1.76 0.75 1.53
H -1.79 0.17 0.75
H -2.36 0.86 -1.66
H 1.91 -0.87 2.51
*
```


2) Density functional theory data (ωB97M-V with the def2-TZVPD basis set) for an isolated ion of composition C4H6NO2 and charge +1.

Summary:
HOMO (eV): -14.376
Structure (SMILES): O=CC1=C(O)C[NH2+]1
LUMO level (eV): -4.51
Orbital gap (eV): 9.86

Geometry as ORCA input:
```
! RIJCOSX wB97M-V def2-TZVPD def2/J DEFGRID3
* xyz 1 1
O -2.90 0.07 0.14
O 1.16 -1.94 0.06
N -0.15 1.13 0.01
C -1.99 -0.69 0.01
C -0.62 -0.30 0.12
C 1.25 0.71 0.07
C 0.73 -0.75 0.06
H 1.97 -2.26 -0.19
H 1.75 1.22 0.94
H -0.47 1.86 0.65
H -0.38 1.48 -0.96
H 1.89 1.24 -0.69
H -2.25 -1.76 -0.23
*
```


Which of them is the most stable, and which is the least stable? 2) and 1), in that order.